(1)
The following is a quantum chemistry calculation of one molecule with the formula C5H10N2, from the Open Molecules 2025 dataset.

```
! RIJCOSX wB97M-V def2-TZVPD def2/J DEFGRID3
* xyz 0 1
C 2.27 -2.18 0.24
N -2.74 1.16 0.45
N 2.17 -1.11 0.98
C 1.36 -0.04 0.59
H -2.07 1.04 1.19
H -2.55 1.56 -1.67
H -0.23 1.59 -1.72
H 1.37 -2.55 -0.30
C -2.00 0.94 -0.87
C 0.31 -0.08 -0.33
H 3.14 -2.92 0.10
H 1.35 0.95 1.22
H 0.17 -0.92 -0.97
H -0.22 1.99 -0.09
H -3.42 0.37 0.59
H -2.26 -0.04 -1.37
C -0.48 1.12 -0.80
*
```

Properties
E_LUMO, eV: -0.12
SMILES string: C=N/C=C/CCN
Orbital gap, eV: 8.65
E_HOMO, eV: -8.8
Calculated total energy, a.u.: -305.90669

***

(2)
The following is a quantum chemistry calculation of one molecule with the formula C11H13OPS, from the Open Molecules 2025 dataset.

```
! RIJCOSX wB97M-V def2-TZVPD def2/J DEFGRID3
* xyz 0 1
C -1.36 -0.20 0.27
H -4.37 -1.41 1.32
C -3.63 -0.82 0.76
H 1.76 4.34 0.45
O 0.74 -1.13 -0.79
H 1.80 -1.30 -2.48
C -2.23 -1.01 0.98
H 3.17 3.46 1.13
H 1.40 -2.87 -1.72
H -5.18 0.19 -0.46
C 1.75 -1.83 -1.50
H 3.86 -2.32 -1.56
C 1.30 0.99 0.69
C -3.16 0.76 -0.96
C -4.07 0.05 -0.22
S 0.99 -1.91 2.04
P 0.47 -0.60 0.59
C 3.13 -1.94 -0.80
C 2.11 3.43 1.24
C -1.82 0.65 -0.69
H -1.22 1.38 -1.22
H -1.82 -1.72 1.80
C 1.59 2.14 0.96
H 3.19 -2.64 0.04
H -3.52 1.46 -1.72
H 1.82 3.73 2.23
H 3.30 -0.87 -0.38
*
```

Properties
E_LUMO, eV: 0.73
SMILES string: CC#C[P@](=S)(OCC)c1ccccc1
Orbital gap, eV: 9.21
E_HOMO, eV: -8.5
Calculated total energy, a.u.: -1241.66977

***

(3)
The following is a quantum chemistry calculation of C6H9NO3 as an isolated structure, from the Open Molecules 2025 dataset.

```
! RIJCOSX wB97M-V def2-TZVPD def2/J DEFGRID3
* xyz 0 1
C 0.98 -1.05 -0.11
H 0.08 -0.30 1.72
H 0.66 -1.21 -1.15
H 3.71 0.84 -0.28
C -1.62 1.43 0.19
C -0.13 -0.33 0.64
N 3.11 0.17 0.63
O 2.85 0.42 -1.55
O -0.26 1.00 0.13
H 2.02 0.59 -2.04
C -2.43 0.15 0.17
H -3.48 0.15 0.44
C 2.29 -0.33 -0.15
H -1.78 -1.86 0.96
C -1.51 -0.94 0.45
H -1.81 2.09 -0.67
H 1.16 -2.03 0.36
H -1.82 1.97 1.12
O -2.02 -0.74 -0.86
*
```

Properties
E_LUMO, eV: 0.78
Orbital gap, eV: 10.35
E_HOMO, eV: -9.6
Calculated total energy, a.u.: -514.35412

***

(4)
The following is a quantum chemistry calculation of C17H18BBrHfN6O2 as an isolated structure, from the Open Molecules 2025 dataset.

```
! RIJCOSX wB97M-V def2-TZVPD def2/J DEFGRID3
* xyz 2 1
C 2.06 -1.75 -1.54
H -2.44 -1.99 1.49
H -0.04 2.87 -4.42
O 0.69 0.14 1.42
H 1.08 -1.50 -4.68
B -0.45 0.36 -3.41
C 0.14 2.84 -3.35
H -5.21 -0.87 -3.76
H 1.82 0.76 7.55
C 1.91 1.61 5.56
H 1.88 -1.60 6.74
N -2.03 -0.05 -3.30
H -0.28 0.48 -4.62
Hf 2.06 0.59 -0.19
C 0.74 3.18 -1.24
Br 2.13 2.75 2.88
C 1.26 -1.52 -3.61
N 0.01 1.68 -2.69
C 1.74 -1.04 4.64
C -4.21 -0.62 -3.44
H 2.39 -2.13 -0.58
H -3.92 -1.99 2.34
C 2.14 -2.26 -2.83
H 2.77 -3.06 -3.18
H -4.33 -0.79 -1.16
C -3.78 -0.59 -2.08
O 2.85 -0.15 1.64
H 1.97 2.64 5.90
C 0.55 3.82 -2.46
H -3.69 -3.21 1.14
H 1.90 -2.04 4.25
N 0.60 -0.66 -2.83
C 1.83 -0.77 6.02
N 0.61 1.83 -1.43
C 1.88 0.55 6.48
H 0.91 3.56 -0.24
H 0.69 4.87 -2.69
C -3.08 -0.27 -4.19
N 1.23 -0.64 -1.61
C -3.22 -2.62 1.92
H -2.80 -3.26 2.71
H -2.98 -0.18 -5.27
C 1.78 1.34 4.19
C 1.65 0.02 3.71
C 1.69 -0.08 2.24
N -2.51 -0.24 -2.04
*
```

Properties
E_LUMO, eV: -9.30
Orbital gap, eV: 3.90
E_HOMO, eV: -13.2
Calculated total energy, a.u.: -3783.92561

***

(5)
The following is a quantum chemistry calculation of one molecule with the formula C2F4OS, from the Open Molecules 2025 dataset.

```
! RIJCOSX wB97M-V def2-TZVPD def2/J DEFGRID3
* xyz 0 1
F 0.03 -0.15 1.77
F 1.13 1.53 0.91
F -1.10 1.28 0.80
F 1.39 0.05 -1.17
C 0.21 -0.04 -0.59
O -1.23 -1.86 -2.20
S -1.24 -1.20 -0.94
C 0.14 0.63 0.73
*
```

Properties
E_LUMO (alpha / beta), eV: -1.28 / -1.53
Orbital gap (alpha / beta), eV: 8.62 / 8.41
E_HOMO (alpha / beta), eV: -9.9 / -9.9
Calculated total energy, a.u.: -949.00692

***

(6)
The following is a quantum chemistry calculation of one molecule with the formula C3H5F2N, from the Open Molecules 2025 dataset.

```
! RIJCOSX wB97M-V def2-TZVPD def2/J DEFGRID3
* xyz 0 1
H -2.41 0.67 -0.73
C 0.58 -1.12 0.44
N 1.75 -0.38 0.69
F 0.90 -2.36 0.05
H -2.08 0.17 0.97
C -0.54 -0.32 -0.52
H 1.60 0.48 0.18
H -0.19 -0.14 -1.48
C -1.62 0.28 -0.03
H 2.62 -0.88 0.30
F -0.07 -1.29 1.67
*
```

Properties
E_LUMO, eV: 0.99
SMILES string: C=CC(N)(F)F
Orbital gap, eV: 11.44
E_HOMO, eV: -10.4
Calculated total energy, a.u.: -371.75812